{
  "formula": "C6H13NO",
  "method": "the ωB97M-V functional and the def2-TZVPD basis",
  "symbols": ["C", "C", "C", "O", "H", "H", "H", "H", "H", "H", "C", "C", "N", "C", "H", "H", "H", "H", "H", "H", "H"],
  "positions_angstrom": [[-2.065, 0.012, -1.317], [-2.113, 0.656, 0.037], [-1.682, -0.224, 1.264], [-2.984, 0.201, 1.014], [-2.342, -1.038, -1.235], [-2.754, 0.517, -1.995], [-1.058, 0.080, -1.728], [-1.960, 1.733, 0.062], [-1.531, -1.293, 1.189], [-1.113, 0.306, 2.015], [2.243, 0.714, 1.096], [1.590, 0.926, -0.238], [1.237, 0.044, -1.065], [1.434, -1.353, -0.766], [1.650, 0.029, 1.703], [2.364, 1.652, 1.630], [3.225, 0.258, 0.959], [1.413, 1.953, -0.543], [1.084, -1.936, -1.618], [2.490, -1.587, -0.590], [0.872, -1.650, 0.127]],
  "forces_ev_per_angstrom": [[-0.48, 0.14, -0.01], [1.77, -1.67, 0.92], [0.42, 1.81, -1.70], [-1.89, -0.07, 0.58], [-0.06, -0.03, -0.06], [-0.07, -0.11, -0.14], [-0.01, 0.07, 0.04], [0.28, -0.06, 0.19], [0.18, -0.03, -0.28], [-0.21, -0.06, 0.44], [-0.06, -0.15, -0.08], [0.10, 0.09, 0.06], [-0.07, 0.20, -0.35], [0.03, -0.12, 0.13], [0.01, -0.02, 0.07], [0.01, 0.01, 0.03], [0.05, -0.02, 0.06], [-0.04, 0.18, 0.00], [0.04, -0.08, 0.15], [-0.03, -0.02, 0.00], [0.03, -0.05, -0.06]],
  "largest_force_ev_per_a": 2.60,
  "charge": 0,
  "homo_energy_ev": -9.5,
  "lumo_ev": 0.942,
  "e_above_lowest_ev": 3.0785
}

{
  "formula": "C50H50CsN9SSeSi",
  "method": "the ωB97M-V functional and the def2-TZVPD basis",
  "symbols": ["Cs", "N", "C", "C", "C", "C", "C", "C", "S", "N", "C", "C", "C", "C", "C", "C", "N", "H", "H", "H", "H", "H", "H", "H", "H", "H", "C", "Si", "C", "N", "C", "C", "C", "C", "C", "C", "C", "C", "C", "C", "C", "C", "C", "C", "C", "C", "C", "H", "H", "H", "H", "H", "H", "H", "H", "H", "H", "H", "H", "H", "H", "H", "H", "H", "H", "H", "H", "H", "H", "H", "H", "C", "C", "C", "C", "C", "C", "N", "N", "C", "C", "C", "C", "C", "N", "H", "H", "H", "H", "H", "H", "H", "H", "H", "C", "N", "C", "Se", "N", "C", "C", "C", "C", "C", "C", "H", "H", "H", "H", "H", "H", "H", "H"],
  "positions_angstrom": [[-0.090, 0.247, 0.144], [2.286, 0.782, 4.820], [3.629, 0.422, 4.741], [4.479, 0.685, 5.805], [5.813, 0.303, 5.753], [6.308, -0.337, 4.634], [5.472, -0.584, 3.553], [4.148, -0.208, 3.604], [3.087, -0.510, 2.206], [1.615, 0.079, 2.670], [1.361, 0.597, 3.811], [-0.012, 1.029, 4.081], [-0.508, 1.150, 5.384], [-1.816, 1.554, 5.563], [-2.598, 1.814, 4.444], [-2.024, 1.638, 3.193], [-0.771, 1.272, 3.010], [2.003, 1.280, 5.648], [4.096, 1.197, 6.677], [6.455, 0.509, 6.595], [7.339, -0.643, 4.593], [5.850, -1.062, 2.663], [0.094, 0.889, 6.242], [-2.226, 1.651, 6.558], [-3.630, 2.110, 4.540], [-2.598, 1.804, 2.292], [0.961, -2.882, -0.388], [-0.245, -4.199, 0.006], [-1.214, -3.736, 1.597], [-1.723, -2.377, 1.672], [-1.967, -1.939, 3.036], [-3.211, -2.545, 3.696], [-4.426, -2.197, 2.843], [-4.196, -2.713, 1.426], [-2.896, -2.123, 0.854], [-1.393, -4.590, -1.456], [-2.734, -4.916, -1.282], [-3.557, -5.201, -2.357], [-3.040, -5.177, -3.642], [-1.700, -4.884, -3.838], [-0.893, -4.589, -2.752], [0.593, -5.877, 0.428], [1.394, -6.509, -0.518], [2.102, -7.657, -0.214], [2.031, -8.201, 1.057], [1.234, -7.593, 2.011], [0.528, -6.446, 1.695], [1.366, -2.805, -1.386], [1.648, -2.571, 0.386], [-0.489, -3.829, 2.407], [-1.988, -4.490, 1.793], [-2.097, -0.854, 3.015], [-1.082, -2.154, 3.640], [-3.329, -2.150, 4.708], [-3.109, -3.629, 3.774], [-4.542, -1.108, 2.822], [-5.336, -2.624, 3.272], [-5.038, -2.458, 0.780], [-4.125, -3.802, 1.442], [-3.021, -1.038, 0.769], [-2.719, -2.509, -0.151], [-3.150, -4.952, -0.286], [-4.600, -5.445, -2.195], [-3.676, -5.402, -4.488], [-1.287, -4.888, -4.839], [0.150, -4.358, -2.913], [1.459, -6.092, -1.513], [2.716, -8.125, -0.971], [2.584, -9.097, 1.299], [1.163, -8.009, 3.007], [-0.090, -5.989, 2.453], [-1.366, 5.263, 3.019], [-0.254, 4.546, 2.599], [-0.311, 3.775, 1.459], [-1.494, 3.694, 0.706], [-2.590, 4.485, 1.105], [-2.524, 5.243, 2.253], [-1.508, 2.810, -0.340], [-2.646, 2.666, -0.935], [-2.802, 1.720, -1.892], [-3.872, 1.924, -2.789], [-4.132, 0.983, -3.754], [-3.346, -0.166, -3.793], [-2.343, -0.307, -2.845], [-2.059, 0.596, -1.926], [-1.333, 5.839, 3.932], [0.660, 4.590, 3.176], [0.541, 3.191, 1.142], [-3.483, 4.474, 0.498], [-3.382, 5.820, 2.567], [-4.458, 2.824, -2.699], [-4.939, 1.122, -4.462], [-3.523, -0.931, -4.532], [-1.738, -1.209, -2.822], [4.354, -0.642, -2.092], [4.514, 0.465, -1.196], [3.619, 1.469, -1.018], [2.077, 1.753, -1.907], [4.110, 2.287, -0.048], [5.316, 1.813, 0.402], [6.214, 2.281, 1.345], [7.378, 1.554, 1.528], [7.633, 0.398, 0.799], [6.733, -0.087, -0.137], [5.571, 0.640, -0.332], [3.496, -0.441, -2.732], [4.179, -1.561, -1.526], [5.251, -0.749, -2.703], [3.640, 3.132, 0.241], [6.027, 3.188, 1.898], [8.108, 1.898, 2.246], [8.563, -0.127, 0.960], [6.938, -0.984, -0.699]],
  "forces_ev_per_angstrom": [[0.27, -1.28, 0.51], [-0.55, 0.17, 0.20], [0.78, -0.23, -0.04], [-0.14, -0.01, -0.15], [0.00, 0.01, -0.01], [0.07, -0.01, 0.03], [-0.14, 0.09, 0.15], [-0.47, 0.20, -0.04], [0.71, -0.31, -0.17], [-0.58, 0.38, 0.81], [1.10, -0.42, -0.64], [-1.01, 0.30, 0.40], [0.27, -0.08, -0.38], [-0.31, 0.11, -0.24], [0.13, -0.16, 0.21], [-0.25, 0.14, 0.22], [0.42, -0.07, 0.27], [0.01, -0.04, -0.18], [-0.06, 0.01, 0.10], [0.07, 0.01, 0.06], [0.17, -0.03, -0.01], [0.08, -0.09, -0.13], [0.06, -0.01, 0.05], [-0.03, 0.00, 0.03], [-0.09, 0.07, -0.02], [-0.15, 0.05, -0.06], [-1.46, -0.55, -0.05], [1.59, 1.16, -0.20], [-0.01, -0.37, -0.39], [-0.06, 0.29, 0.13], [-0.05, -0.12, 0.29], [0.01, 0.23, -0.09], [0.00, -0.37, 0.02], [0.07, 0.26, -0.06], [-0.14, -0.23, -0.08], [0.14, 0.08, 0.48], [-0.06, -0.04, 0.03], [-0.19, -0.02, -0.08], [-0.10, -0.08, -0.14], [-0.03, 0.02, -0.16], [0.14, 0.05, -0.15], [-0.56, 0.31, 0.16], [-0.08, -0.02, -0.02], [0.06, 0.01, -0.16], [-0.01, -0.12, 0.10], [0.12, -0.17, 0.18], [-0.08, 0.03, -0.05], [0.22, -0.04, -0.37], [0.30, -0.02, 0.30], [0.16, -0.14, 0.02], [-0.12, -0.15, 0.21], [-0.02, 0.03, 0.04], [0.09, 0.05, -0.07], [0.07, -0.01, 0.05], [0.02, -0.06, 0.02], [-0.07, 0.07, -0.01], [-0.03, 0.08, -0.03], [-0.01, 0.01, -0.10], [-0.03, -0.08, 0.02], [-0.07, 0.17, -0.02], [0.08, 0.04, -0.04], [-0.07, -0.01, 0.16], [0.00, 0.00, -0.01], [-0.03, -0.02, -0.05], [0.01, 0.01, -0.01], [0.14, 0.09, -0.03], [0.08, 0.07, -0.15], [0.06, -0.07, -0.06], [0.06, -0.08, 0.02], [0.02, -0.07, 0.08], [-0.08, 0.02, 0.15], [0.15, -0.11, -0.09], [0.02, 0.29, 0.30], [-0.31, -0.27, -0.64], [-0.12, 1.65, 1.59], [0.13, -0.38, -0.36], [-0.09, 0.08, 0.11], [-2.25, -1.61, -2.91], [2.07, 2.32, 3.06], [-0.36, -1.99, -2.03], [0.53, 0.32, 0.68], [0.22, -0.55, -0.25], [-0.31, 0.41, -0.01], [0.14, -0.47, -0.22], [-0.55, 1.10, 0.01], [0.04, 0.07, 0.04], [0.03, -0.05, 0.01], [0.07, -0.05, -0.06], [-0.07, -0.05, 0.03], [-0.05, 0.04, -0.03], [-0.07, 0.09, 0.04], [0.02, 0.02, 0.02], [0.04, -0.14, 0.01], [0.03, -0.04, 0.01], [-0.10, -0.45, -0.32], [-0.30, 0.53, 0.35], [0.03, 0.12, -0.02], [-0.24, 0.41, -0.58], [-0.11, -0.07, -0.11], [0.60, -0.45, 0.06], [-0.10, -0.01, -0.14], [0.06, 0.04, 0.00], [0.10, -0.01, 0.04], [-0.13, 0.04, -0.07], [0.39, 0.38, 0.57], [0.08, -0.07, 0.08], [-0.05, 0.02, -0.07], [-0.02, -0.01, 0.01], [0.00, -0.18, -0.13], [-0.05, 0.11, 0.11], [0.04, 0.02, 0.07], [0.06, -0.10, 0.03], [0.00, -0.10, -0.06]],
  "largest_force_ev_per_a": 4.37,
  "charge": 0,
  "homo_energy_ev": -4.7,
  "lumo_ev": -1.390,
  "e_above_lowest_ev": 1.0929
}

{
  "formula": "C19H25B2N2O9",
  "method": "the ωB97M-V functional and the def2-TZVPD basis",
  "symbols": ["C", "C", "C", "C", "C", "B", "C", "C", "N", "B", "N", "O", "H", "H", "H", "H", "H", "H", "H", "H", "H", "H", "H", "H", "H", "H", "H", "H", "H", "C", "C", "C", "O", "C", "C", "C", "O", "O", "O", "H", "H", "H", "H", "C", "C", "C", "O", "C", "C", "C", "O", "O", "O", "H", "H", "H", "H"],
  "positions_angstrom": [[-2.938, 2.363, -1.019], [-3.741, 2.530, -2.060], [-4.894, 2.387, -3.199], [-4.229, 1.575, -4.436], [-4.276, 0.000, -4.049], [-2.964, -0.868, -4.551], [-2.741, -0.756, -6.178], [-1.640, -0.212, -3.823], [-0.629, -1.207, -3.311], [-3.256, -2.459, -4.173], [-3.718, -3.002, -2.839], [-3.096, -3.460, -5.257], [-2.041, 2.070, -0.357], [-5.789, 1.783, -2.763], [-5.314, 3.418, -3.487], [-3.164, 1.996, -4.574], [-4.778, 1.698, -5.439], [-5.218, -0.551, -4.448], [-4.299, -0.096, -2.883], [-3.710, -1.031, -6.774], [-1.932, -1.500, -6.576], [-2.350, 0.300, -6.503], [-1.181, 0.545, -4.588], [-2.022, 0.459, -2.942], [0.290, -0.709, -3.211], [-0.930, -1.399, -2.327], [-4.569, -2.532, -2.491], [-2.968, -3.020, -2.129], [-4.025, -3.597, -5.595], [3.289, 1.537, 1.251], [3.179, 1.236, -0.045], [1.965, 0.560, -0.584], [1.889, 0.317, -1.775], [0.897, 0.208, 0.360], [1.009, 0.506, 1.656], [2.212, 1.205, 2.189], [2.273, 1.480, 3.379], [0.023, 0.180, 2.545], [4.176, 1.536, -0.928], [4.164, 2.028, 1.656], [0.029, -0.298, -0.042], [0.339, 0.502, 3.414], [3.856, 1.220, -1.798], [3.333, -1.026, 7.868], [4.540, -1.396, 8.300], [5.785, -0.879, 7.663], [6.873, -1.225, 8.096], [5.647, 0.034, 6.523], [4.439, 0.402, 6.088], [3.194, -0.094, 6.743], [2.107, 0.276, 6.333], [4.298, 1.249, 5.027], [4.683, -2.266, 9.345], [2.422, -1.392, 8.323], [6.558, 0.387, 6.060], [3.329, 1.364, 4.907], [5.648, -2.372, 9.464]],
  "forces_ev_per_angstrom": [[-3.40, 0.43, -5.76], [2.75, -1.64, 5.06], [0.63, 0.22, 0.56], [-0.46, -0.61, 0.60], [-0.33, 0.27, 0.65], [0.34, 0.96, -0.55], [0.41, -0.07, -1.90], [-0.47, 1.68, 0.44], [0.75, 1.09, 0.84], [0.47, -1.40, -0.53], [-0.24, -0.33, -0.07], [-1.83, 0.55, 0.94], [-2.10, 0.87, -1.48], [1.77, 0.99, -0.59], [0.91, -1.33, 0.51], [-1.57, -0.94, 0.20], [0.59, 0.20, 1.61], [0.97, 1.39, 0.54], [-0.13, 0.29, -1.86], [1.53, 0.64, 0.72], [-1.33, 1.21, 0.74], [-0.90, -1.53, 0.31], [-0.25, -1.39, 1.36], [0.84, -0.90, -1.28], [-1.18, -0.75, 0.07], [0.47, 0.04, -1.11], [1.10, -0.06, 0.03], [-0.83, 0.17, -0.49], [1.44, -0.09, 0.48], [-0.16, 0.02, 0.51], [1.39, 0.56, -0.54], [-0.78, -0.44, -0.45], [0.53, 0.29, 0.46], [0.10, 0.01, -0.26], [-1.25, -0.54, 0.44], [0.69, 0.32, -0.09], [-0.61, -0.14, -0.34], [1.34, 0.61, -0.32], [-1.37, -0.56, 0.47], [-0.04, -0.02, -0.01], [0.02, 0.03, -0.03], [-0.15, -0.11, -0.14], [0.05, 0.07, 0.13], [-0.17, 0.16, -0.18], [-0.47, -0.86, 1.04], [0.65, 0.40, -0.54], [-0.44, -0.15, 0.17], [0.26, -0.35, 0.42], [0.48, 1.16, -1.41], [-0.76, -0.25, 0.30], [0.51, -0.01, 0.00], [-0.37, -1.15, 1.76], [0.52, 0.85, -1.02], [0.04, 0.02, -0.02], [-0.04, 0.00, 0.02], [0.28, 0.11, -0.39], [-0.20, 0.02, -0.02]],
  "largest_force_ev_per_a": 6.70,
  "charge": -1,
  "homo_energy_ev": -3.7,
  "lumo_ev": -0.393
}

{
  "formula": "C5H10O",
  "method": "the ωB97M-V functional and the def2-TZVPD basis",
  "symbols": ["C", "C", "C", "O", "C", "C", "H", "H", "H", "H", "H", "H", "H", "H", "H", "H"],
  "positions_angstrom": [[-0.037, 1.682, 1.472], [-0.710, 1.257, 0.147], [-0.667, -0.250, 0.112], [-1.615, -0.938, 0.424], [0.662, -0.882, -0.279], [0.416, -1.803, -1.472], [0.815, 2.345, 1.308], [-0.748, 2.185, 2.129], [0.336, 0.811, 2.023], [-0.165, 1.665, -0.712], [-1.749, 1.588, 0.082], [1.035, -1.457, 0.577], [1.407, -0.111, -0.508], [0.103, -1.222, -2.346], [1.307, -2.375, -1.740], [-0.392, -2.494, -1.218]],
  "forces_ev_per_angstrom": [[0.09, 0.09, 0.13], [-0.10, 0.00, -0.06], [-0.17, -0.15, 0.06], [0.27, 0.25, -0.15], [0.05, -0.03, 0.05], [-0.01, -0.08, -0.08], [-0.12, 0.00, 0.02], [0.07, -0.02, -0.07], [-0.03, 0.15, -0.06], [-0.07, -0.07, 0.12], [0.15, -0.04, 0.11], [-0.10, 0.04, -0.12], [-0.13, -0.12, 0.03], [0.05, -0.11, 0.07], [-0.08, 0.08, 0.04], [0.13, 0.02, -0.10]],
  "largest_force_ev_per_a": 0.40,
  "charge": 0,
  "homo_energy_ev": -9.5,
  "lumo_ev": 1.039,
  "e_above_lowest_ev": 0.2512
}

- Which of these has the lowest charge?
  C19H25B2N2O9

- Look up the charge of the first one.
  0